Run i
The following is a DFT calculation (ωB97M-V with the def2-TZVPD basis set) of a cluster of 2 separate species, C3H10N2O in total.

The geometry in XYZ format:
```
16
Properties=species:S:1:pos:R:3
C 0.4841 -1.7232 2.3106
C 0.3613 0.6694 1.4813
C 0.5915 -0.6571 1.2695
N -1.0541 1.7998 -2.3573
N -0.5666 0.4422 -2.5266
O 1.0443 -1.2251 0.1082
H 0.9649 -2.4766 1.7912
H 0.8500 -1.4527 3.3540
H -0.4856 -1.9699 2.6969
H 0.3518 1.4453 0.6700
H -0.7567 -0.1879 -1.6740
H 0.1129 0.9505 2.4314
H -2.0319 1.6593 -2.0589
H 0.9979 -0.4668 -0.6080
H -1.0773 0.1558 -3.3437
H -0.5688 2.2922 -1.5734
```

Computed properties:
SMILES = C=C(C)O.NN
HOMO-LUMO gap = 0.3550 hartree
Lowest unoccupied orbital energy = 0.840 eV

Run ii
The following is a DFT calculation (ωB97M-V with the def2-TZVPD basis set) of a cluster of 2 separate species, C3H10N2O in total.

The geometry in XYZ format:
```
16
Properties=species:S:1:pos:R:3
C 2.7414 0.7246 0.1926
O 1.8806 1.1917 -0.9338
C 4.1093 0.0617 -0.1663
H 3.0130 1.5937 0.6547
H 2.1131 0.2014 1.0292
H 4.7312 0.8508 -0.6659
H 4.5289 -0.1980 0.7643
H 3.9429 -0.8075 -0.7266
N -3.7699 -1.0397 -0.6676
C -3.9933 -0.3153 0.4203
N -4.7770 -0.4527 1.3920
H -3.0094 -0.6881 -1.2026
H -3.8610 -2.0914 -0.4525
H -3.5362 0.6844 0.4556
H 1.5628 0.4715 -1.6587
H -5.6763 -0.1871 1.5653
```

Computed properties:
SMILES = [H]/N=C\N.CCO
HOMO-LUMO gap = 0.3123 hartree
Lowest unoccupied orbital energy = 0.553 eV

Run iii
The following is a DFT calculation (ωB97M-V with the def2-TZVPD basis set) of a cluster of 2 separate species, C3H10N2O in total.

The geometry in XYZ format:
```
16
Properties=species:S:1:pos:R:3
O 0.2077 -0.0626 2.7406
C -0.3718 0.8899 2.2878
C -0.0120 1.5773 1.0102
H -1.2310 1.3489 2.8129
H 0.9342 1.4820 0.4917
H -0.1239 2.6603 1.1836
H -0.8078 1.3422 0.2916
N 1.1677 -1.3075 -2.1538
C 0.1112 -0.9556 -1.2449
N -1.0396 -0.2158 -1.7917
H 1.0339 -2.2131 -2.5704
H 1.4863 -0.6241 -2.8244
H -0.2671 -1.8616 -0.7908
H 0.4510 -0.3534 -0.4097
H -0.6916 0.5462 -2.3607
H -1.6475 -0.7921 -2.3576
```

Computed properties:
SMILES = CC=O.NCN
HOMO-LUMO gap = 0.3677 hartree
Lowest unoccupied orbital energy = 0.984 eV

Run iv
The following is a DFT calculation (ωB97M-V with the def2-TZVPD basis set) of a structure of composition C3H10N2O.

The geometry in XYZ format:
```
16
Properties=species:S:1:pos:R:3
C 0.4256 -1.8377 -0.4362
C 1.8810 0.6717 -0.2156
C 0.8655 0.1859 0.7638
N 0.1355 -0.8891 0.6338
H 0.5810 0.8555 1.5752
H 1.4937 -2.0472 -0.5270
H -0.0775 -2.7800 -0.2137
H 0.0440 -1.4593 -1.3893
H 1.9721 1.7559 -0.1374
H 2.8560 0.2234 0.0013
H 1.6060 0.4277 -1.2437
N -2.9151 1.1502 0.3712
O -1.6290 0.6801 0.0091
H -1.1075 -0.3739 0.4782
H -3.3701 1.3925 -0.5109
H -2.7614 2.0444 0.8410
```

Computed properties:
HOMO-LUMO gap = 0.3139 hartree
Lowest unoccupied orbital energy = 0.673 eV

Which of them is least stable? Easy: run iv.

Run i
The following is a DFT calculation (ωB97M-V with the def2-TZVPD basis set) of a cluster of 2 separate species, C3H10N2O in total.

The geometry in XYZ format:
```
16
Properties=species:S:1:pos:R:3
C 0.1594 2.2742 -0.1149
C 0.8214 0.9033 -0.3914
N 0.3214 -2.1837 0.1967
C 0.9117 -1.1665 0.8832
N 0.6669 0.0815 0.8163
H 0.9040 3.0078 0.1746
H -0.4317 2.5724 -0.9785
H -0.5302 2.1196 0.7138
H 0.3722 0.3860 -1.2511
H 1.8946 1.0458 -0.5367
H -0.0689 -1.9839 -0.7081
H 0.6588 -3.0936 0.4591
H 1.4795 -1.5287 1.7502
H -2.9580 -1.2412 -0.6958
H -2.1187 -0.1615 0.0444
O -2.0824 -1.0315 -0.3618
```

Computed properties:
SMILES = CC/N=C\N.O
HOMO-LUMO gap = 0.3110 hartree
Lowest unoccupied orbital energy = 0.761 eV

Run ii
The following is a DFT calculation (ωB97M-V with the def2-TZVPD basis set) of a cluster of 2 separate species, C3H10N2O in total.

The geometry in XYZ format:
```
16
Properties=species:S:1:pos:R:3
C -1.6005 -0.4228 2.4296
N -1.1096 -1.0706 1.2115
C 0.2536 -1.6048 1.4045
H -2.6458 -0.1491 2.2959
H -1.0380 0.5003 2.5566
H -1.4805 -1.0707 3.3058
H -1.6632 -1.9080 1.0702
H 0.2773 -2.3631 2.1979
H 0.5945 -1.8772 0.4521
H 0.9146 -0.8434 1.8306
C 0.9861 2.2383 -3.5635
N 1.5327 1.3115 -2.7057
O 1.5961 3.1636 -4.0271
H -0.0608 1.9506 -3.7723
H 0.9162 0.8441 -2.0703
H 2.5274 1.3013 -2.6157
```

Computed properties:
SMILES = NC=O.CNC
HOMO-LUMO gap = 0.3700 hartree
Lowest unoccupied orbital energy = 0.778 eV

Run iii
The following is a DFT calculation (ωB97M-V with the def2-TZVPD basis set) of a cluster of 2 separate species, C3H10N2O in total.

The geometry in XYZ format:
```
16
Properties=species:S:1:pos:R:3
C -2.0794 1.5861 -1.0475
O -1.1848 1.2589 -0.0563
H -2.9370 0.8860 -1.1210
H -2.5304 2.5855 -0.9120
H -1.6364 1.6111 -2.0681
C 0.3717 -2.1963 1.0383
N 1.3443 -1.1937 0.5532
C 0.9078 -0.0980 -0.0248
N 1.6202 0.9837 -0.2439
H -0.0168 -1.8944 2.0071
H 0.9068 -3.1370 1.1354
H -0.4136 -2.2425 0.2927
H 2.2791 -1.2142 0.9469
H -0.2233 0.1165 -0.2173
H 2.5542 1.1445 0.1000
H 1.0375 1.8039 -0.3828
```

Computed properties:
HOMO-LUMO gap = 0.2734 hartree
Lowest unoccupied orbital energy = 0.472 eV

Which of them is least stable? Easy: run iii.

Run i
The following is a DFT calculation (ωB97M-V with the def2-TZVPD basis set) of a cluster of 2 separate species, C3H10N2O in total.

The geometry in XYZ format:
```
16
Properties=species:S:1:pos:R:3
C 2.3509 0.6788 -0.0438
O 1.5902 0.6573 1.1524
H 2.6247 1.7010 -0.3153
H 3.2655 0.1071 0.1261
H 1.8115 0.2206 -0.8745
C -2.0572 0.8903 -0.6392
N -0.0130 -1.7985 0.6149
C -0.9997 -1.0619 0.0549
N -0.8931 0.1907 -0.1333
H -2.3167 1.7076 0.0316
H -2.9433 0.2535 -0.7457
H -1.8470 1.3144 -1.6243
H 0.7841 -1.3126 1.0043
H -0.1163 -2.7893 0.7100
H -1.9051 -1.6073 -0.2285
H 0.6646 0.8485 0.9104
```

Computed properties:
SMILES = C/N=C/N.CO
HOMO-LUMO gap = 0.3691 hartree
Lowest unoccupied orbital energy = 1.029 eV

Run ii
The following is a DFT calculation (ωB97M-V with the def2-TZVPD basis set) of a cluster of 2 separate species, C3H10N2O in total.

The geometry in XYZ format:
```
16
Properties=species:S:1:pos:R:3
O -1.7176 0.0236 1.1521
C -2.2742 -0.6373 0.3182
C -3.0882 -1.8579 0.6059
H -2.1977 -0.3784 -0.7547
H -4.1472 -1.6361 0.4757
H -2.8187 -2.6556 -0.0756
H -2.9479 -2.1359 1.6459
N 3.3687 1.4026 -0.7735
C 2.0063 0.9095 -0.8732
N 1.3974 0.5469 0.4017
H 3.8251 0.8956 -0.0206
H 3.3431 2.3744 -0.4697
H 2.0181 0.0036 -1.4728
H 1.4384 1.6381 -1.4614
H 0.4597 0.2210 0.2109
H 1.3347 1.2859 1.0912
```

Computed properties:
SMILES = CC=O.NCN
HOMO-LUMO gap = 0.3650 hartree
Lowest unoccupied orbital energy = 0.894 eV

Run iii
The following is a DFT calculation (ωB97M-V with the def2-TZVPD basis set) of a cluster of 2 separate species, C3H10N2O in total.

The geometry in XYZ format:
```
16
Properties=species:S:1:pos:R:3
C -1.8274 -0.8344 -0.2248
C -3.0617 -1.3017 -0.2822
N -1.4143 0.4306 0.1820
H -1.0201 -1.5166 -0.4811
H -3.3217 -2.3065 -0.5672
H -3.8340 -0.5358 -0.2044
H 2.0982 -1.0344 0.8546
H -2.1382 1.1351 0.2115
H -0.6530 0.4898 0.8378
N 2.4673 0.5158 -0.8350
C 2.0180 0.8317 0.4900
O 1.6164 -0.3064 1.2294
H 1.7518 0.4767 -1.5475
H 3.2730 1.0526 -1.1157
H 2.8223 1.3264 1.0415
H 1.2234 1.5770 0.4111
```

Computed properties:
SMILES = C=CN.NCO
HOMO-LUMO gap = 0.3371 hartree
Lowest unoccupied orbital energy = 0.967 eV

Which of them is least stable? Easy: run iii.

Run i
The following is a DFT calculation (ωB97M-V with the def2-TZVPD basis set) of the ion C8H10N3OS with charge +1.

The geometry in XYZ format:
```
23
Properties=species:S:1:pos:R:3
C -0.5035 2.1843 -0.8130
C -0.0373 -0.2762 0.0183
C -1.2590 0.4119 0.2424
C 0.8959 0.4665 -0.8133
C -0.1291 -1.4571 0.7751
C 0.9204 -2.3589 1.1333
C -3.5313 -0.2450 1.3191
C 3.3229 1.0148 -2.0421
N -1.5779 1.5841 -0.1916
N 0.6209 1.6891 -1.1536
N -1.4848 -1.5411 1.4836
O -2.1248 -0.3845 0.9046
S 2.4639 -0.2026 -1.1452
H -0.5523 3.2314 -0.9011
H 0.6195 -2.9372 2.0709
H 1.8335 -1.7347 1.1696
H 1.1066 -3.0787 0.3166
H -4.2410 -0.6515 0.5467
H -3.5360 -0.6995 2.3174
H -3.6411 0.8388 1.3208
H 4.3701 0.7680 -2.3811
H 3.6326 1.7736 -1.3719
H 2.8316 1.6044 -2.8054
```

Computed properties:
Net charge = +1
HOMO-LUMO gap = 0.2887 hartree
Lowest unoccupied orbital energy = -4.872 eV

Run ii
The following is a DFT calculation (ωB97M-V with the def2-TZVPD basis set) of the ion C8H10N3OS with charge +1.

The geometry in XYZ format:
```
23
Properties=species:S:1:pos:R:3
N 3.4196 -0.6064 0.3755
C 2.4473 0.3619 1.0121
C 1.4865 0.8675 -0.1545
N 0.0467 0.5506 0.0325
C -0.5230 0.7582 1.3010
C -1.9292 0.4698 1.6515
C -2.8463 -0.0618 0.5775
C -2.2494 -0.2492 -0.7755
N -3.0648 -0.7728 -1.8707
C -2.8266 -2.0212 -1.9462
O -2.3396 -3.0362 -2.2335
C -0.7869 0.0688 -0.9989
S -0.1594 -0.2163 -2.7017
H 4.2943 -0.5430 0.9091
H 3.0418 -1.5363 0.6220
H 1.9327 -0.2145 1.8345
H 2.9950 1.2384 1.4592
H 1.9248 0.5183 -1.1276
H 1.5621 2.0058 -0.1656
H 0.1404 1.1523 2.1237
H -2.3245 0.6268 2.6955
H -3.9167 -0.3058 0.8151
H -0.3248 0.9450 -3.4348
```

Computed properties:
Net charge = +1
HOMO-LUMO gap = 0.3022 hartree
Lowest unoccupied orbital energy = -5.035 eV

Which of them is least stable? Easy: run i.

Run i
The following is a DFT calculation (ωB97M-V with the def2-TZVPD basis set) of an isolated molecule of C3H4N2.

The geometry in XYZ format:
```
9
Properties=species:S:1:pos:R:3
C 0.1804 -0.4166 -0.8108
C -0.3826 -0.2371 0.4139
C 0.0181 0.8800 1.1751
H 0.0716 -1.3901 -2.7098
H -0.7624 -2.1665 -1.4201
H 0.9892 0.1688 -1.2148
H -1.1726 -0.8978 0.7759
N -0.0689 -1.4917 -1.6411
N 0.3516 1.9099 1.6268
```

Computed properties:
SMILES = N#C/C=C/N
HOMO-LUMO gap = 0.3498 hartree
Lowest unoccupied orbital energy = 0.684 eV

Run ii
The following is a DFT calculation (ωB97M-V with the def2-TZVPD basis set) of an isolated molecule of C3H4N2.

The geometry in XYZ format:
```
9
Properties=species:S:1:pos:R:3
C 0.3398 -0.2516 1.6249
C -0.1668 -0.3957 0.2323
C -0.4138 0.7253 -0.5997
H -0.7403 -1.2885 0.1382
H -0.2505 1.7605 -0.2685
H -1.2617 0.4826 -1.3119
H 0.8410 -0.7177 -1.6310
N 0.8397 -0.2969 2.6680
N 0.8125 -0.0181 -0.8524
```

Computed properties:
SMILES = N#C[C@H]1CN1
HOMO-LUMO gap = 0.4189 hartree
Lowest unoccupied orbital energy = 0.722 eV

Which of them is least stable? Easy: run ii.

Run i
The following is a DFT calculation (ωB97M-V with the def2-TZVPD basis set) of an isolated molecule of C3H4N2.

The geometry in XYZ format:
```
9
Properties=species:S:1:pos:R:3
N -1.0951 -0.7437 0.2344
C -0.7203 0.9715 0.0386
C 0.6205 0.9809 -0.0549
C 1.0802 -0.6212 -0.0559
N 0.0557 -1.3783 0.0649
H -1.7896 -1.3342 -0.2796
H -1.6434 1.5637 0.1231
H 1.4392 1.7239 -0.1319
H 2.0529 -1.1626 0.0613
```

Computed properties:
SMILES = c1cn[nH]c1
HOMO-LUMO gap = 0.3757 hartree
Lowest unoccupied orbital energy = 1.188 eV

Run ii
The following is a DFT calculation (ωB97M-V with the def2-TZVPD basis set) of an isolated molecule of C3H4N2.

The geometry in XYZ format:
```
9
Properties=species:S:1:pos:R:3
C -0.1048 0.0582 0.1170
C -1.5385 -0.3214 0.0537
C -2.8490 -0.1440 -0.1212
H 2.7028 -0.7057 0.2112
H 2.4657 1.0159 0.1217
H 0.0699 1.2113 -0.0961
H -3.9118 -0.2873 -0.0937
N 2.1417 -0.0762 -0.1616
N 1.0240 -0.7508 -0.0310
```

Computed properties:
SMILES = C#C/C=N/N
HOMO-LUMO gap = 0.3151 hartree
Lowest unoccupied orbital energy = 0.241 eV

Which of them is least stable? Easy: run ii.

Run i
The following is a DFT calculation (ωB97M-V with the def2-TZVPD basis set) of an isolated molecule of C2HNO4.

The geometry in XYZ format:
```
8
Properties=species:S:1:pos:R:3
C 0.6322 -0.5817 -1.0143
C 0.2793 0.5552 -0.0367
N -0.7434 0.1708 1.1010
O 0.9793 -0.2710 -2.0982
O 0.5623 1.6945 -0.2156
O -0.3489 -0.0428 2.1811
O -1.8712 0.1983 0.6188
H 0.5104 -1.7234 -0.5360
```

Computed properties:
SMILES = O=CC(=O)[N+](=O)[O-]
HOMO-LUMO gap = 0.3401 hartree
Lowest unoccupied orbital energy = -1.540 eV

Run ii
The following is a DFT calculation (ωB97M-V with the def2-TZVPD basis set) of a cluster of 2 separate species, C2HNO4 in total.

The geometry in XYZ format:
```
8
Properties=species:S:1:pos:R:3
C -1.7696 0.9153 0.3103
C 1.0272 -0.0432 -0.2640
N 0.8273 -1.3293 -0.1809
O -2.0008 -0.2016 -0.0291
O -1.5941 1.9683 0.7285
O 1.0948 -2.2886 0.4917
O 0.3771 0.9070 -0.5968
H 2.0381 0.0721 -0.4597
```

Computed properties:
SMILES = O=CN=O.O=C=O
HOMO-LUMO gap (spin up / spin down) = 0.2976 / 0.3022 hartree
Lowest unoccupied orbital energy (spin up / spin down) = -2.025 / -1.925 eV

Run iii
The following is a DFT calculation (ωB97M-V with the def2-TZVPD basis set) of a cluster of 2 separate species, C2HNO4 in total.

The geometry in XYZ format:
```
8
Properties=species:S:1:pos:R:3
C 1.5777 -2.0776 -0.5109
C -0.8100 0.2194 0.7890
N 0.1872 0.6626 1.3949
O 0.7937 -1.6264 0.2193
O 2.2628 -2.4281 -1.3311
O 1.3432 0.4659 1.7697
O -1.6119 0.5312 -0.0064
H -0.7601 -0.8014 1.3180
```

Computed properties:
SMILES = O=CN=O.O=C=O
HOMO-LUMO gap (spin up / spin down) = 0.2955 / 0.2956 hartree
Lowest unoccupied orbital energy (spin up / spin down) = -1.629 / -1.629 eV

Which of them is least stable? Easy: run i.

Run i
The following is a DFT calculation (ωB97M-V with the def2-TZVPD basis set) of an isolated molecule of C3H2N2.

The geometry in XYZ format:
```
7
Properties=species:S:1:pos:R:3
C 0.3403 0.6711 -0.6701
C -1.0716 -0.1566 0.9662
C 1.7397 -0.2602 -1.9818
N 0.1299 -0.0112 0.2551
N 1.6530 0.6068 -1.1645
H -1.6310 -0.8810 0.4818
H -1.1603 0.0311 2.1133
```

Computed properties:
HOMO-LUMO gap (spin up / spin down) = 0.3191 / 0.2777 hartree
Lowest unoccupied orbital energy (spin up / spin down) = -0.468 / -1.272 eV

Run ii
The following is a DFT calculation (ωB97M-V with the def2-TZVPD basis set) of an isolated molecule of C3H2N2.

The geometry in XYZ format:
```
7
Properties=species:S:1:pos:R:3
C -0.1060 1.0159 1.5110
C -1.3493 1.0696 1.1493
C 0.0317 0.2950 0.2177
N -2.5156 0.9733 0.3486
N -2.1051 0.2936 -0.5354
H 0.1672 0.7806 -0.6725
H 0.1076 -0.7760 -0.0256
```

Computed properties:
HOMO-LUMO gap (spin up / spin down) = 0.3208 / 0.3091 hartree
Lowest unoccupied orbital energy (spin up / spin down) = -0.494 / -0.168 eV

Run iii
The following is a DFT calculation (ωB97M-V with the def2-TZVPD basis set) of a structure of composition C3H2N2.

The geometry in XYZ format:
```
7
Properties=species:S:1:pos:R:3
C 0.0086 1.3851 0.0263
C -1.1363 0.6444 0.0047
C 0.6728 -0.0132 0.0057
N -1.5461 -0.5849 -0.0117
N -0.4093 -1.1139 0.0175
H 1.0222 -0.2980 -0.9166
H 1.3879 -0.0195 0.8741
```

Computed properties:
HOMO-LUMO gap = 0.3323 hartree
Lowest unoccupied orbital energy = -0.951 eV

Which of them is least stable? Easy: run ii.